C41H48ClCoN5OP2S | ωB97M-V/def2-TZVPD

Positions of all 100 atoms, in Å:
Co: -0.09 -1.52 -1.31
C: -1.08 1.61 -1.89
P: 0.47 2.29 -1.05
C: 1.82 2.46 -2.35
C: 2.51 3.67 -2.50
C: 3.61 3.85 -3.30
C: 4.04 2.84 -4.11
C: 3.42 1.57 -4.00
C: 2.33 1.36 -3.15
C: -0.03 4.04 -0.98
C: -0.22 4.65 0.26
C: -0.71 5.93 0.37
C: -0.87 6.66 -0.80
C: -0.81 6.09 -2.02
C: -0.52 4.70 -2.10
C: -1.90 0.84 -0.84
C: -3.12 1.19 -0.27
C: -3.38 0.25 0.75
C: -2.19 -0.55 0.88
C: -1.93 -1.46 2.02
P: -1.12 -0.57 3.61
C: -1.49 -1.96 4.74
C: -1.82 -1.68 6.11
C: -2.07 -2.77 6.96
C: -1.95 -4.06 6.51
C: -1.44 -4.35 5.21
C: -1.37 -3.30 4.32
C: -2.38 0.65 3.94
C: -2.20 2.05 3.88
C: -3.28 2.93 4.00
C: -4.53 2.38 4.28
C: -4.68 1.01 4.49
C: -3.66 0.14 4.19
N: -1.36 -0.32 -0.21
H: -0.82 0.88 -2.66
H: -1.71 2.46 -2.26
H: 2.10 4.52 -1.96
H: 4.11 4.81 -3.27
H: 4.81 2.89 -4.90
H: 3.77 0.73 -4.57
H: 0.60 0.11 -3.64
H: 0.10 4.12 1.15
H: -0.76 6.40 1.34
H: -1.00 7.76 -0.72
H: -0.93 6.65 -2.95
H: -0.54 4.14 -3.05
H: -3.70 2.06 -0.52
H: -4.29 0.22 1.38
H: -1.30 -2.31 1.68
H: -2.85 -1.93 2.37
H: -1.89 -0.64 6.44
H: -2.22 -2.60 8.05
H: -2.02 -4.88 7.24
H: -1.11 -5.34 4.89
H: -1.24 -3.55 3.30
H: -1.19 2.47 3.64
H: -3.11 4.00 3.99
H: -5.39 3.04 4.45
H: -5.68 0.64 4.81
H: -3.75 -0.92 4.13
C: -0.12 -4.72 -5.21
C: -0.90 -3.83 -4.32
C: -2.28 -3.95 -3.92
C: -2.47 -2.87 -3.01
N: -1.26 -2.18 -2.84
N: -0.40 -2.74 -3.69
C: -3.62 -2.51 -2.23
H: 0.62 -4.17 -5.81
H: -0.84 -5.31 -5.84
H: 0.47 -5.52 -4.65
H: -3.07 -4.65 -4.16
H: 0.58 -2.29 -3.75
H: -3.48 -2.81 -1.16
H: -4.54 -2.95 -2.58
H: -3.77 -1.41 -2.29
Cl: 1.27 -4.34 -1.22
C: 0.55 -3.10 -0.27
H: 1.21 -2.96 0.52
H: -0.42 -3.49 0.05
C: 2.29 -1.16 -5.32
N: 2.33 -1.07 -3.89
C: 3.50 -1.67 -3.28
C: 1.64 0.00 -3.19
N: 1.36 -0.51 -1.80
H: 3.30 -1.29 -5.72
H: 1.81 -0.25 -5.66
H: 1.64 -2.00 -5.67
H: 4.39 -1.25 -3.79
H: 3.51 -2.78 -3.40
H: 3.58 -1.45 -2.20
C: 7.26 0.30 4.12
S: 5.96 1.55 4.31
C: 4.43 0.46 4.18
O: 2.32 -0.29 -1.02
H: 7.35 -0.32 5.03
H: 8.17 0.83 4.03
H: 7.19 -0.31 3.15
H: 4.72 -0.61 3.95
H: 3.80 0.92 3.39
H: 3.92 0.40 5.14

Results
Spin multiplicity: 4
HOMO (alpha / beta): -6.42 / -6.42 eV
LUMO level (alpha / beta): -0.0582 / -0.0601 Ha